Entry 1:
The following is a quantum chemistry calculation of a structure of composition C30H41F15GeN8O4RbTe in a non-equilibrium geometry, from the Open Molecules 2025 dataset.

Atoms and positions in Å:
C1 0.6258 -1.5230 2.9530
F1 5.2592 -4.6784 -3.9818
C2 -2.3820 4.1551 3.3232
C3 -4.3342 3.2078 -1.3151
H1 1.8934 0.9096 3.4653
C4 -3.1720 -2.3916 2.3479
C5 2.7967 0.6630 2.9088
F2 0.8329 -3.7066 -5.2515
H2 -4.3413 3.7605 -0.3736
C6 2.1568 -2.7981 1.6105
N1 0.9185 -0.0071 -2.9258
O1 -1.7840 2.4252 1.7211
H3 -3.9871 -1.4255 -0.0754
N2 1.4444 2.9544 -4.5470
H4 -2.3753 1.5156 4.1830
C7 6.1447 1.6088 0.3249
H5 -1.8022 3.7230 -0.3948
Ge1 -3.4723 1.6617 1.3945
F3 -4.3090 -3.2841 -1.5400
C8 3.7567 -3.7985 -2.3933
H6 3.6559 1.0198 3.4880
H7 -3.8720 -3.2202 2.4843
F4 -3.9240 -4.2215 -3.9345
N3 2.6867 1.3178 1.6310
N4 0.5064 1.1673 -3.3452
F5 4.3329 3.4155 -2.2237
C9 4.0161 -4.2392 -3.6793
F6 -3.1654 -5.4419 -1.8430
H8 0.3543 4.0633 3.6542
H9 0.3046 -0.5235 3.2418
F7 6.8787 2.7271 -1.6158
C10 2.9710 -2.7467 0.3141
C11 -1.4259 3.0177 2.9387
H10 -5.2393 2.5976 -1.3546
C12 -0.0221 3.5944 2.7378
H11 1.2376 -3.3330 1.3720
N5 2.0753 -2.8107 -0.8158
C13 2.9181 -0.8556 2.7649
F8 -1.4364 -4.7010 -3.4200
H12 3.7348 -3.5295 0.3405
H13 -3.9612 0.8946 -2.8063
C14 -3.0957 2.3079 -1.4185
H14 -2.4448 4.8721 2.5011
F9 -1.7645 -3.6081 -0.9173
C15 -1.8311 3.1710 -1.3335
C16 -1.3935 1.9755 4.0597
N6 2.6290 0.9899 -3.9236
C17 4.5704 2.6759 -1.1378
O2 -3.0939 1.3097 -0.4193
C18 1.5321 -3.3319 -3.0353
C19 -4.8648 -0.7843 3.2032
H15 2.8223 -0.9569 -3.0709
H16 -1.0793 2.4223 5.0092
H17 -5.4261 0.1303 3.0062
H18 -0.0444 4.3433 1.9425
C20 3.5411 2.2755 -0.3207
H19 -1.7918 3.8735 -2.1753
Te1 -2.7685 -3.7342 -2.5304
H20 -2.0300 4.6750 4.2199
H21 -5.3610 -2.1258 0.7795
N7 1.5348 1.7129 -3.9202
H22 -0.9470 2.5326 -1.3681
H23 -5.5729 -1.6043 3.3569
C21 5.8800 2.3385 -0.8260
F10 3.3176 -4.6669 -5.9197
H24 -3.2056 2.3034 -3.5910
C22 2.2057 -0.0985 -3.2803
H25 -3.3864 3.7720 3.5115
H26 3.0575 -1.2742 3.7825
C23 -3.1207 1.5888 -2.7661
F11 2.3129 2.6175 -0.6553
C24 -3.9125 -1.0922 2.0402
H27 2.3111 3.4380 -4.3363
F12 5.4585 0.5423 2.2573
H28 -0.2002 -1.9787 2.4141
N8 1.7937 -1.4722 2.0995
H29 0.8086 -2.1135 3.8720
H30 3.8266 -1.0831 2.2047
F13 7.4096 1.2937 0.6219
Rb1 -1.0912 -1.0667 -0.9058
F14 4.8263 -3.8305 -1.5380
H31 -2.2039 1.0190 -2.9142
H32 -0.6994 1.1812 3.7864
O3 -2.9388 -0.0719 1.9061
H33 2.6765 -3.3683 2.4053
C25 1.7873 -3.7614 -4.3104
C26 3.0493 -4.2390 -4.6598
H34 -2.5772 -2.2749 3.2568
H35 -4.3564 3.9266 -2.1398
C27 -4.6917 -1.2630 0.7392
H36 -4.2882 -0.6417 4.1212
H37 0.6566 2.7966 2.4351
C28 2.4872 -3.3032 -1.9632
C29 5.1201 1.2279 1.1597
H38 -5.2717 -0.3669 0.5102
H39 3.5171 -1.7864 0.3063
H40 0.6800 3.4340 -4.0796
F15 0.3147 -2.8301 -2.7667
H41 -2.5068 -2.6557 1.5237
O4 -2.4206 -2.0756 -3.0659
C30 3.7582 1.5492 0.8942

Force components x, y, z for each atom (eV/Å):
C 0.002 0.018 0.036
F -0.008 -0.007 0.005
C -0.035 0.009 -0.012
C -0.003 -0.006 0.011
H -0.050 -0.002 0.015
C 0.056 -0.001 -0.004
C -0.039 -0.026 0.095
F 0.007 -0.005 -0.004
H 0.006 0.002 0.000
C -0.037 0.002 -0.140
N -0.015 0.187 0.049
O -0.027 -0.073 -0.033
H -0.150 0.037 -0.030
N 0.078 -0.004 0.028
H -0.013 0.020 0.016
C 0.002 -0.020 0.018
H -0.005 0.003 0.015
Ge 0.003 -0.079 -0.018
F 0.026 0.006 -0.013
C 0.055 0.028 0.005
H -0.101 -0.004 -0.011
H 0.001 0.004 0.011
F 0.008 0.002 -0.012
N -0.081 0.057 0.064
N 0.023 -0.030 -0.016
F -0.054 0.007 -0.110
C -0.001 -0.020 -0.025
F -0.003 0.003 -0.045
H -0.004 -0.008 -0.011
H 0.001 -0.024 -0.017
F -0.001 -0.006 0.007
C 0.034 0.077 0.001
C 0.031 0.039 -0.022
H 0.002 0.001 0.003
C -0.021 0.003 0.082
H -0.010 -0.031 0.036
N 0.005 0.068 0.239
C 0.013 -0.088 0.043
F 0.100 0.133 0.048
H -0.082 -0.080 0.017
H -0.004 0.000 0.002
C -0.067 -0.028 -0.028
H 0.007 0.007 0.001
F -0.081 -0.385 -0.107
C 0.004 0.012 0.000
C 0.028 0.027 0.004
N -0.005 0.003 -0.017
C -0.059 -0.032 0.010
O 0.249 0.161 0.019
C -0.053 0.055 -0.089
C 0.001 0.010 -0.002
H 0.011 0.005 0.008
H -0.002 -0.017 0.001
H 0.000 0.008 -0.002
H 0.008 -0.018 -0.005
C 0.165 -0.012 -0.043
H -0.003 0.003 0.010
Te -0.749 -0.525 -0.175
H 0.000 0.006 0.001
H -0.015 0.011 0.006
N 0.017 0.001 0.012
H 0.006 -0.005 -0.006
H 0.001 0.000 -0.005
C 0.023 -0.023 0.048
F -0.009 -0.022 0.009
H 0.000 -0.006 -0.003
C 0.003 -0.002 0.037
H 0.011 -0.007 -0.006
H 0.024 -0.013 0.010
C -0.014 -0.023 -0.003
F -0.136 0.027 -0.029
C 0.021 0.054 0.061
H 0.010 0.019 0.055
F 0.156 0.075 -0.092
H -0.079 -0.016 -0.018
N -0.023 0.047 0.008
H -0.006 0.011 0.002
H -0.126 -0.021 0.042
F 0.002 -0.001 -0.005
Rb 0.421 0.826 0.495
F 0.014 0.032 -0.017
H 0.001 -0.043 -0.023
H -0.008 -0.011 0.026
O 0.004 -0.068 -0.055
H 0.051 0.026 -0.027
C 0.004 0.007 0.025
C 0.030 0.042 0.010
H 0.015 0.004 0.008
H 0.000 -0.005 -0.005
C 0.057 -0.025 0.024
H -0.002 -0.002 -0.003
H 0.028 0.007 -0.056
C -0.007 0.007 -0.091
C 0.180 -0.023 0.008
H -0.010 0.004 -0.005
H 0.125 -0.055 0.011
H -0.016 -0.016 -0.011
F 0.143 -0.088 -0.128
H 0.017 -0.013 -0.003
O -0.031 -0.263 -0.094
C -0.048 0.080 -0.118

**Multiplicity**: 2
**E_LUMO (alpha / beta)**: 3.32 / 1.87 eV
**HOMO (alpha / beta)**: -1.71 / -1.71 eV
**Total charge**: -2
**Orbital gap (alpha / beta)**: 5.023 / 3.580 eV
**Total energy**: -157112.8882 eV

Entry 2:
The following is a quantum chemistry calculation of a structure of composition C30H41N5NiO4PSe, from the Open Molecules 2025 dataset.

Atoms and positions in Å:
H1 2.6234 3.3170 3.3317
N1 0.2829 -2.1345 -2.5186
C1 1.9525 2.8700 2.5981
H2 -2.4851 -1.9277 -2.0682
C2 3.5466 4.1202 -1.3469
H3 -0.4224 2.8050 0.0679
C3 3.4070 0.4081 -1.8915
H4 5.5391 0.6987 -1.7874
C4 -0.5946 -4.3542 -2.6894
C5 -3.2757 -1.2723 1.5734
C6 3.0125 1.8096 -1.6036
H5 -5.8868 0.5206 -2.6468
N2 -3.3816 1.5196 0.5701
H6 0.9609 3.2989 2.7405
C7 1.5191 1.0230 4.2177
O1 -1.0310 -0.5899 1.6566
C8 2.6541 -1.7511 -2.2549
H7 -2.0886 -1.6615 -3.7583
H8 2.2707 1.4109 4.9065
C9 1.4963 -2.6767 -2.3442
C10 1.7123 -4.0434 -2.2612
H9 4.0537 1.2105 3.0295
H10 2.6921 -4.4416 -2.0502
C11 -5.4095 1.1967 -0.2071
H11 0.5607 1.4870 4.4588
C12 0.6422 -4.9008 -2.4309
H12 -4.5189 -0.6138 -2.6404
H13 -5.0624 1.9059 1.8522
H14 3.4910 0.9755 1.3652
H15 -2.0669 -1.1479 4.0286
H16 -2.1355 2.9829 1.3994
H17 -6.4658 1.1076 -0.3806
H18 -2.1603 -3.7565 1.2978
H19 6.0276 -1.6647 -2.3066
H20 -1.4796 -2.6764 0.0649
C13 -4.8123 0.4256 -2.5166
H21 -0.4611 -3.2658 1.3899
H22 -3.5833 -0.4190 2.1794
C14 5.0050 -1.3223 -2.2279
H23 -2.5273 -2.8248 3.6964
C15 -4.7231 1.5888 0.8835
O2 0.9508 -0.9198 0.1385
C16 3.2707 0.7638 2.4150
H24 -0.7540 3.4252 -1.5453
H25 -3.2996 -0.9857 0.5185
H26 -2.7960 -3.2104 -3.2507
C17 -1.4649 -2.9337 1.1252
C18 -0.1040 3.5319 -0.6772
C19 -0.7479 -2.9694 -2.7142
H27 -1.4568 -4.9837 -2.8578
N3 1.7135 2.0250 -1.3244
C20 1.3223 3.2770 -1.0402
P1 0.5731 -0.6685 1.5991
H28 -2.6498 1.6855 2.5002
H29 1.8598 5.3309 -0.8073
H30 2.3145 3.1285 1.6013
C21 -2.1118 -2.4119 -2.9687
C22 1.9202 1.3609 2.7891
C23 -2.3248 1.9134 1.4876
H31 4.9796 2.6256 -1.8780
H32 3.2735 -0.3132 2.5675
H33 1.4390 -0.0522 4.3521
Ni1 0.5577 0.1419 -1.4126
H34 -3.9909 -2.0799 1.7307
H35 0.7786 -5.9721 -2.3734
H36 -0.2134 4.5368 -0.2744
C24 3.9598 -2.2100 -2.3824
C25 4.7320 0.0052 -1.9583
C26 -1.8117 -2.0384 3.4523
H37 4.1641 -3.2459 -2.6014
C27 -3.2334 1.0878 -0.6909
H38 4.2580 4.9344 -1.3600
N4 -4.4804 0.8892 -1.1771
H39 -0.8127 -2.3635 3.7323
C28 3.9507 2.8273 -1.6285
N5 2.4047 -0.4563 -2.0555
C29 2.2203 4.3409 -1.0472
C30 -1.8777 -1.7307 1.9637
Se1 -1.7444 0.8022 -1.7755
H40 -1.4260 1.3383 1.2802
H41 -4.2969 1.0319 -3.2575
O3 1.1773 -1.5868 2.5779
O4 0.8986 0.8911 1.8506

Force components x, y, z for each atom (eV/Å):
H 0.025 0.014 -0.004
N 0.006 0.003 -0.038
C 0.009 -0.031 -0.032
H -0.048 0.026 0.015
C -0.057 -0.032 0.000
H 0.081 0.090 -0.084
C 0.004 0.009 -0.023
H 0.002 0.026 -0.013
C 0.003 0.009 0.049
C -0.008 -0.217 0.027
C 0.030 0.014 -0.059
H 0.010 -0.006 0.001
N 0.009 0.353 -0.096
H -0.067 0.002 -0.003
C -0.023 -0.008 -0.043
O 0.176 -0.250 0.202
C 0.049 0.026 0.001
H 0.004 0.022 0.035
H -0.004 0.010 0.011
C 0.002 -0.010 0.015
C 0.021 -0.023 0.021
H 0.000 0.004 0.001
H -0.016 0.005 -0.003
C 0.046 0.017 0.068
H -0.005 0.004 -0.004
C -0.005 0.006 -0.002
H 0.027 -0.033 -0.006
H 0.006 0.007 0.024
H 0.007 0.011 0.002
H -0.007 0.014 0.024
H -0.090 0.012 0.020
H -0.021 -0.006 -0.010
H 0.001 -0.004 0.003
H 0.008 -0.002 0.006
H 0.005 0.007 -0.032
C 0.023 0.020 -0.011
H 0.011 -0.001 0.005
H 0.009 -0.155 0.026
C -0.007 -0.001 0.000
H -0.005 -0.007 0.002
C -0.001 0.051 -0.096
O -0.207 0.113 -0.033
C -0.033 -0.032 0.005
H 0.025 0.020 0.027
H 0.005 -0.189 0.133
H 0.006 0.015 -0.024
C 0.006 0.008 0.005
C 0.065 -0.030 0.074
C -0.002 -0.001 0.012
H -0.007 -0.002 0.000
N -0.089 -0.141 0.068
C -0.113 0.028 0.061
P 0.454 0.004 -0.004
H 0.049 -0.022 0.001
H -0.002 0.006 -0.003
H -0.029 -0.008 -0.018
C -0.022 0.049 -0.019
C -0.001 0.099 -0.052
C 0.149 0.241 -0.030
H 0.014 -0.016 -0.003
H 0.002 -0.037 0.006
H 0.009 -0.042 -0.003
Ni 0.682 -0.252 0.153
H -0.001 -0.010 0.035
H -0.003 -0.004 0.008
H 0.006 0.018 0.021
C 0.028 -0.009 -0.028
C -0.028 0.011 0.018
C 0.022 0.039 -0.038
H -0.008 0.025 -0.003
C 0.012 0.030 -0.010
H 0.002 0.010 -0.002
N 0.054 0.017 0.021
H 0.032 0.005 0.000
C -0.014 0.013 -0.007
N -0.069 -0.039 0.054
C 0.038 -0.003 -0.026
C -0.112 -0.164 -0.087
Se -0.598 0.113 -0.460
H -0.231 0.227 0.048
H -0.008 0.003 0.005
O -0.151 -0.005 0.002
O -0.141 -0.062 0.095

**Multiplicity**: 3
**E_LUMO (alpha / beta)**: -2.95 / -3.28 eV
**HOMO (alpha / beta)**: -10.65 / -10.63 eV
**Total charge**: +1
**Orbital gap (alpha / beta)**: 7.693 / 7.343 eV
**Total energy**: -163095.6116 eV

What is the total energy in the second record?
-163095.6116 eV

Among the records above, which one has the highest total energy?
C30H41F15GeN8O4RbTe